Arrangement a

{"formula": "H80O40", "method": "ωB97M-V with the def2-TZVPD basis set", "homo_ev": -10.520, "homo_lumo_gap_ev": 9.90, "lumo_energy_ev": -0.6, "symbols": ["O", "O", "O", "O", "O", "O", "O", "O", "O", "O", "O", "O", "O", "O", "O", "O", "O", "O", "O", "O", "O", "O", "O", "O", "O", "O", "O", "O", "O", "O", "O", "O", "O", "O", "O", "O", "O", "O", "O", "O", "H", "H", "H", "H", "H", "H", "H", "H", "H", "H", "H", "H", "H", "H", "H", "H", "H", "H", "H", "H", "H", "H", "H", "H", "H", "H", "H", "H", "H", "H", "H", "H", "H", "H", "H", "H", "H", "H", "H", "H", "H", "H", "H", "H", "H", "H", "H", "H", "H", "H", "H", "H", "H", "H", "H", "H", "H", "H", "H", "H", "H", "H", "H", "H", "H", "H", "H", "H", "H", "H", "H", "H", "H", "H", "H", "H", "H", "H", "H", "H"], "coordinates": [[4.367, 1.661, -3.038], [-5.472, 1.699, 2.309], [-3.599, 5.273, -1.401], [1.995, 2.076, -1.729], [4.543, 1.353, 3.228], [0.632, -1.710, 2.048], [-2.361, -0.448, 1.953], [2.685, 5.706, -1.022], [3.260, 1.234, 0.470], [-3.395, -3.915, -1.924], [2.226, 3.177, 2.369], [-0.664, -1.988, -2.531], [-0.111, 4.450, -0.531], [1.348, -3.718, -0.839], [-0.388, 1.840, 0.855], [-1.645, -1.169, 4.384], [2.724, -1.703, -5.525], [2.142, -0.213, -3.451], [3.910, -2.144, -3.261], [-2.756, 0.387, -5.709], [0.774, -3.257, 4.139], [1.379, -0.810, -0.244], [3.809, -5.558, 0.164], [-2.948, -0.762, -3.124], [4.839, -0.879, 1.156], [-0.552, 0.739, -1.351], [-0.923, -5.087, -1.646], [-3.818, 0.625, 5.309], [-4.644, 0.843, -1.467], [-1.760, 3.052, 3.618], [-3.724, 4.190, 2.248], [-1.137, -5.532, 0.812], [2.283, 0.835, -5.931], [0.996, 3.478, 5.150], [-0.996, -2.540, -0.080], [-5.474, -1.832, 1.536], [0.980, 0.570, 4.853], [5.483, 1.420, -0.537], [-3.554, -4.092, 1.120], [-0.042, 2.188, -3.456], [-3.776, 5.357, -0.482], [0.463, -2.570, 4.862], [1.810, 3.213, 4.663], [0.217, 1.258, 1.370], [-0.655, 5.222, -0.632], [2.415, -1.012, -6.132], [-3.445, -3.637, -1.035], [-2.990, 3.499, 2.176], [-0.407, -1.930, 0.621], [5.312, 1.807, -2.978], [1.988, 0.957, -5.061], [-0.084, -3.772, 4.061], [-1.770, -5.532, -1.740], [-1.191, 3.706, 3.220], [-0.987, 0.915, -2.212], [3.155, -5.888, 0.788], [-0.074, 2.722, -2.654], [-5.408, 1.747, 1.350], [-3.327, 4.464, 1.452], [-1.260, 1.840, 1.202], [-3.192, 0.407, 6.040], [-2.276, -1.445, -3.112], [2.265, 2.702, -1.105], [-5.103, 1.419, -2.024], [4.061, 2.179, 3.530], [4.156, -3.041, -2.993], [4.802, 1.204, -1.149], [3.815, 0.517, 0.785], [-2.465, 3.699, 3.861], [-2.257, -1.807, 4.103], [-1.566, -5.923, 0.060], [2.433, -0.048, -2.590], [-2.655, 1.190, -5.191], [-3.781, 0.694, -2.055], [3.631, 1.030, 2.995], [2.673, 1.563, -6.403], [-0.281, -1.494, -3.379], [-3.826, -0.933, -3.352], [-0.792, -4.622, 0.403], [-4.530, -2.088, 1.373], [5.217, -1.335, 0.410], [-1.439, -0.702, 2.065], [3.501, -5.814, -0.672], [-1.858, -2.309, 0.118], [-5.957, -2.609, 1.855], [4.037, 2.534, -2.997], [1.650, 1.298, -1.329], [1.335, 3.454, 2.550], [0.474, -3.786, -1.244], [1.323, -1.238, 1.657], [-3.706, -5.016, 1.375], [-2.591, -0.301, 1.015], [-0.249, -1.510, -1.807], [-3.305, -4.840, -2.146], [3.762, 2.004, 0.440], [-4.214, 4.510, -1.574], [-2.902, -0.304, -5.127], [-3.376, 1.482, 5.168], [1.905, 6.309, -1.000], [-2.120, -0.418, 4.555], [2.431, 3.097, 1.461], [-1.155, -4.148, -1.882], [2.758, -0.461, -4.135], [0.423, 2.747, 4.889], [-2.568, -4.043, 1.119], [0.818, 4.782, -0.538], [1.438, 0.473, 5.672], [-6.154, 1.193, 2.696], [2.943, -2.386, -3.166], [5.526, 0.600, 0.005], [1.334, -0.707, -1.210], [-0.835, 1.638, -0.863], [1.298, -2.848, -0.357], [0.789, -0.151, 0.148], [0.583, -0.368, 4.971], [1.084, -2.390, 2.691], [0.807, 1.826, -3.346], [5.061, -1.315, 2.032], [3.597, -1.524, -5.043], [2.825, 5.569, -0.015]], "mulliken_charge": [-0.499, -0.527, -0.613, -0.256, -0.620, -0.325, -0.176, -0.645, 0.325, -0.652, -0.491, -0.654, -0.344, -0.871, 0.040, -0.394, -0.707, -0.201, -0.673, -0.618, -0.674, 0.650, -0.604, -0.487, -0.642, 0.006, -0.805, -0.640, -0.581, -0.583, -0.609, -0.762, -0.624, -0.651, 1.016, -0.605, -0.392, -0.760, -0.618, -0.713, 0.313, 0.319, 0.332, -0.050, 0.236, 0.359, 0.368, 0.282, -0.252, 0.262, 0.302, 0.341, 0.301, 0.259, 0.164, 0.307, 0.370, 0.272, 0.317, 0.130, 0.299, 0.285, 0.070, 0.259, 0.339, 0.307, 0.440, -0.228, 0.311, 0.215, 0.367, -0.025, 0.294, 0.313, 0.202, 0.238, 0.381, 0.261, 0.448, 0.323, 0.270, 0.165, 0.294, -0.374, 0.270, 0.223, 0.175, 0.272, 0.347, -0.110, 0.285, 0.046, 0.263, 0.223, 0.318, 0.317, 0.361, 0.305, 0.293, 0.193, 0.080, 0.361, 0.331, 0.296, 0.246, 0.161, 0.261, 0.243, 0.222, 0.322, -0.695, 0.012, 0.324, 0.006, 0.116, 0.273, 0.237, 0.258, 0.412, 0.352]}

***

Arrangement b

{"formula": "H80O40", "method": "ωB97M-V with the def2-TZVPD basis set", "homo_ev": -10.277, "homo_lumo_gap_ev": 10.14, "lumo_energy_ev": -0.1, "symbols": ["O", "O", "O", "O", "O", "O", "O", "O", "O", "O", "O", "O", "O", "O", "O", "O", "O", "O", "O", "O", "O", "O", "O", "O", "O", "O", "O", "O", "O", "O", "O", "O", "O", "O", "O", "O", "O", "O", "O", "O", "H", "H", "H", "H", "H", "H", "H", "H", "H", "H", "H", "H", "H", "H", "H", "H", "H", "H", "H", "H", "H", "H", "H", "H", "H", "H", "H", "H", "H", "H", "H", "H", "H", "H", "H", "H", "H", "H", "H", "H", "H", "H", "H", "H", "H", "H", "H", "H", "H", "H", "H", "H", "H", "H", "H", "H", "H", "H", "H", "H", "H", "H", "H", "H", "H", "H", "H", "H", "H", "H", "H", "H", "H", "H", "H", "H", "H", "H", "H", "H"], "coordinates": [[4.460, 5.088, 1.405], [-2.510, 1.643, -2.243], [-0.671, 4.463, 4.940], [-0.097, 1.888, -4.089], [0.981, -1.968, -0.196], [-2.854, -4.421, 2.784], [0.991, -5.381, 1.680], [4.906, 1.489, -2.000], [2.744, -0.609, -3.650], [0.041, -1.082, 3.352], [1.184, -2.945, -5.296], [-2.014, -2.019, 2.132], [1.828, 2.252, -6.194], [-0.720, 3.545, -1.985], [2.101, 5.543, 0.286], [-2.694, 5.460, -1.654], [-3.425, 0.806, 4.101], [0.139, -4.157, -2.567], [-0.438, -2.129, 5.684], [0.133, -0.956, -3.160], [3.142, -0.086, -0.513], [1.713, 3.162, 4.576], [-1.763, -0.107, -5.896], [-2.306, -0.877, -1.200], [-4.805, -0.313, -3.572], [-1.996, -4.249, -3.963], [-0.809, 0.317, 1.110], [-3.990, 1.724, 0.007], [4.339, -2.215, -2.115], [3.069, -2.723, 1.701], [1.375, 2.050, 0.832], [2.398, 3.069, -1.888], [0.865, -3.920, 4.435], [2.199, 0.270, 2.609], [-0.684, -4.026, 0.095], [-5.852, -0.372, 1.957], [-3.101, 3.601, 1.838], [4.693, -0.579, 2.724], [0.588, 1.126, -1.614], [-3.129, -2.394, 5.683], [0.735, 2.758, 0.955], [-0.645, -1.011, 4.023], [-6.228, -0.400, 2.826], [2.418, 2.179, -5.435], [4.282, 2.193, -2.158], [-3.929, -1.903, 5.459], [2.358, 3.704, 4.117], [-2.698, -2.586, 2.498], [-0.019, -3.311, 0.125], [-3.001, -0.043, 3.999], [-1.297, 0.125, -5.083], [5.117, 0.869, -2.695], [1.026, -4.396, -2.816], [-2.024, -4.769, 2.465], [1.914, -1.754, -0.034], [-5.044, -0.949, -4.242], [-3.922, 3.525, 2.337], [0.149, -5.351, 1.188], [-0.729, -0.640, 1.120], [4.714, -3.085, -2.275], [0.889, -0.868, 3.756], [-0.291, 1.772, -3.137], [5.177, 0.245, 2.865], [0.944, -1.193, -3.630], [-3.144, 5.833, -2.403], [-3.929, 0.784, 0.208], [-3.224, 2.832, 1.245], [-0.349, 0.516, 1.939], [-4.340, 0.403, -4.016], [1.214, -4.813, 4.530], [-1.184, -0.248, -6.642], [0.223, -0.907, -2.231], [2.353, -3.291, 1.503], [0.940, 3.725, 4.731], [-2.304, 0.728, -2.502], [-3.068, -2.898, 4.860], [-0.860, -4.149, -0.852], [0.697, -3.925, 3.483], [2.809, 0.128, -3.061], [3.552, 4.827, 1.556], [0.995, 2.130, -5.730], [0.724, 2.092, -1.602], [4.070, -2.229, -1.192], [-2.317, -0.950, -0.239], [0.928, -2.011, -1.161], [1.776, 2.807, -2.568], [5.341, -1.110, 2.245], [-5.089, -0.927, 1.802], [-0.353, -3.708, -3.272], [-1.312, 4.293, -1.754], [-3.139, 4.864, -1.064], [-1.322, 3.800, 5.159], [1.738, -5.342, 1.084], [0.814, 1.317, 1.128], [-0.462, -2.308, 6.609], [-1.223, -2.539, 2.288], [2.541, 6.377, 0.441], [0.467, -2.387, 5.433], [-1.371, -0.633, -1.214], [3.070, -0.018, 2.271], [-2.686, 1.422, 4.064], [2.678, -1.880, 1.956], [-0.880, 2.417, -4.281], [0.324, 0.945, -0.703], [-4.925, 1.794, -0.227], [4.807, 4.551, 0.697], [-3.093, -4.859, 3.598], [2.157, 3.697, -1.216], [-3.069, 1.396, -1.477], [3.516, -1.124, -3.439], [3.948, 0.250, -0.948], [1.329, 5.487, -0.271], [2.500, 0.639, -0.424], [2.252, 1.225, 2.693], [-2.525, -3.799, -3.306], [-1.924, -3.621, -4.691], [-1.449, 2.854, -1.860], [1.910, -2.376, -5.584], [0.610, -2.906, -6.070], [-0.899, 5.018, 4.192]], "mulliken_charge": [-0.643, -0.655, -0.702, -0.136, 0.638, -0.607, -0.640, -0.665, -0.472, -0.207, -0.577, 0.015, -0.649, -0.745, -0.572, -0.650, -0.609, -0.685, -0.480, 0.299, 0.086, -0.604, -0.678, -0.641, -0.574, -0.684, -0.226, -0.544, -0.594, -0.694, -0.122, -0.740, -0.574, -0.321, -0.602, -0.613, -0.624, -0.578, 3.261, -0.590, 0.278, 0.203, 0.289, 0.273, 0.321, 0.289, 0.286, 0.214, 0.498, 0.331, 0.338, 0.266, 0.253, 0.256, -0.254, 0.281, 0.293, 0.320, -0.357, 0.258, 0.134, -0.414, 0.273, 0.095, 0.289, 0.226, 0.346, 0.159, 0.302, 0.276, 0.259, -0.806, 0.235, 0.380, 0.203, 0.264, 0.191, 0.310, -0.075, 0.329, 0.393, -0.599, 0.199, 0.271, -0.078, 0.396, 0.284, 0.319, 0.311, 0.438, 0.313, 0.304, 0.262, -0.170, 0.189, -0.149, 0.298, 0.271, 0.206, 0.136, 0.258, 0.200, 0.443, -0.535, 0.223, 0.323, 0.270, 0.156, 0.452, 0.277, 0.102, 0.257, -0.110, 0.161, 0.321, 0.307, 0.209, 0.280, 0.274, 0.326]}

***

Arrangement c

{"formula": "H80O40", "method": "ωB97M-V with the def2-TZVPD basis set", "homo_ev": -9.885, "homo_lumo_gap_ev": 9.13, "lumo_energy_ev": -0.8, "symbols": ["O", "O", "O", "O", "O", "O", "O", "O", "O", "O", "O", "O", "O", "O", "O", "O", "O", "O", "O", "O", "O", "O", "O", "O", "O", "O", "O", "O", "O", "O", "O", "O", "O", "O", "O", "O", "O", "O", "O", "O", "H", "H", "H", "H", "H", "H", "H", "H", "H", "H", "H", "H", "H", "H", "H", "H", "H", "H", "H", "H", "H", "H", "H", "H", "H", "H", "H", "H", "H", "H", "H", "H", "H", "H", "H", "H", "H", "H", "H", "H", "H", "H", "H", "H", "H", "H", "H", "H", "H", "H", "H", "H", "H", "H", "H", "H", "H", "H", "H", "H", "H", "H", "H", "H", "H", "H", "H", "H", "H", "H", "H", "H", "H", "H", "H", "H", "H", "H", "H", "H"], "coordinates": [[0.847, -3.690, -1.117], [-2.155, -1.796, 3.080], [3.404, 0.797, 4.949], [5.001, -2.347, 0.491], [-4.783, -3.399, 1.090], [0.227, -2.166, 5.453], [2.094, 3.755, -3.796], [-2.804, -2.390, -1.314], [2.475, 0.155, -3.726], [2.404, 2.266, 1.135], [-4.857, 1.890, 2.456], [0.335, 1.092, -0.826], [-3.426, 1.396, -4.046], [4.138, -0.536, 2.896], [0.146, 3.558, 4.215], [-2.734, -5.087, -0.995], [-3.512, 4.590, 1.857], [-4.276, 4.113, -1.601], [-0.716, 3.629, 1.826], [4.113, -4.741, -2.384], [0.399, 1.669, -3.915], [-3.972, -2.686, -4.178], [-4.327, -0.906, 4.203], [2.665, -5.537, 0.616], [-1.109, -2.061, -3.285], [2.016, -1.854, 3.319], [-0.692, 1.186, -6.206], [1.317, 4.999, 2.422], [1.336, -2.276, -3.645], [-4.771, 1.179, -0.643], [-4.505, -0.775, 1.356], [-1.458, -0.622, -0.331], [3.031, -3.464, 1.785], [0.414, 6.158, -2.230], [0.427, -0.276, 1.393], [6.318, 0.434, -0.409], [4.824, 1.519, -3.060], [3.225, 3.329, 3.771], [3.357, 0.212, -0.540], [-5.407, -1.602, -0.952], [-3.946, 5.350, 1.916], [3.053, 1.067, -0.432], [-0.452, 0.717, -5.411], [5.688, 0.885, 0.341], [-5.151, 1.674, -1.334], [0.219, 6.119, -3.199], [0.558, 1.684, -1.580], [2.683, -5.740, 1.457], [0.625, -1.220, 1.257], [1.679, -1.530, -3.140], [-1.764, -2.005, -3.904], [-4.907, 0.836, 2.693], [2.888, 3.297, -3.407], [-4.168, -1.762, 1.041], [-3.761, -3.183, -3.276], [-1.564, -1.568, 2.362], [4.005, -4.276, -1.486], [4.049, 3.712, 3.804], [0.750, -4.075, -2.095], [0.952, 2.103, -4.616], [-1.668, 0.160, 0.165], [1.114, 5.422, -2.189], [1.997, -2.770, 3.283], [-4.799, -4.150, 1.812], [4.567, -1.516, 0.326], [0.824, -2.809, 5.749], [0.938, 0.887, -4.073], [-5.370, -0.796, -0.508], [-3.563, 1.400, -3.017], [-2.571, -4.482, -0.203], [5.464, 0.904, -2.714], [5.371, 2.195, -3.682], [-5.649, 2.235, 2.677], [-2.701, -4.421, -1.669], [2.517, 0.382, 4.530], [0.837, 4.423, 3.950], [1.553, 1.994, 1.587], [3.083, 1.774, 4.725], [3.809, -3.219, 1.200], [-4.103, 4.164, -2.519], [0.260, 1.808, -0.287], [3.166, -0.349, -4.258], [-4.065, -0.380, 0.641], [-3.617, 4.465, 2.766], [2.605, -1.629, 2.478], [-3.641, 4.288, -1.004], [2.814, 0.527, -2.876], [1.557, 2.999, -3.914], [0.529, 2.815, 4.170], [-4.765, -1.603, 3.777], [-2.381, -1.817, -0.413], [1.758, -6.155, 0.486], [-0.309, 3.686, 2.813], [2.446, -3.819, 1.050], [3.632, -0.064, 3.657], [4.122, 0.277, -0.920], [-4.730, -2.162, -3.964], [-1.691, -2.235, 3.981], [-1.651, 1.274, -5.896], [-3.809, -2.086, -1.096], [-1.381, -1.580, -2.483], [2.041, 5.550, 1.998], [-4.547, -3.765, 0.263], [1.192, -4.258, -0.578], [3.418, 2.582, 2.978], [-2.965, 0.617, -3.989], [-0.460, -0.721, -0.488], [2.186, 2.578, 0.336], [-3.574, -0.807, 3.575], [0.372, -2.281, -3.359], [4.634, -1.270, 3.332], [-4.640, 1.992, 0.012], [5.674, -0.215, -0.712], [5.695, -2.078, 1.186], [0.236, -0.409, 2.292], [0.645, -1.751, 4.521], [4.078, -3.921, -2.981], [-5.935, -2.260, -0.565], [0.521, 4.850, 1.968], [-1.510, 3.729, 1.969]], "mulliken_charge": [-0.312, -0.641, -0.694, -0.660, -0.632, -0.659, -0.657, -0.125, -0.565, -0.559, -0.539, -0.079, -0.619, -0.540, -0.720, -0.723, -0.411, -0.574, -0.728, -0.641, -0.710, -0.648, -0.634, -0.584, -0.410, -0.551, -0.622, -0.591, -0.670, -0.504, -0.590, -0.475, -0.831, -0.641, 0.101, -0.617, -0.565, -0.641, 0.036, -0.535, 0.192, 0.273, 0.283, 0.415, 0.248, 0.319, 0.107, 0.251, 0.154, 0.363, 0.234, 0.345, 0.281, 0.270, 0.321, 0.309, 0.303, 0.276, 0.314, 0.496, 0.160, 0.319, 0.212, 0.277, 0.308, 0.254, 0.295, 0.330, 0.293, 0.298, 0.259, 0.297, 0.244, 0.342, 0.325, 0.468, 0.176, 0.442, 0.333, 0.293, 0.051, 0.242, 0.289, 0.227, 0.424, 0.275, 0.242, 0.269, 0.241, 0.292, 0.269, 0.335, 0.520, 0.373, 0.173, -0.055, 0.305, 0.290, 0.355, 0.173, 0.107, 0.241, 0.330, 0.107, 0.310, 0.267, -0.051, 0.115, 0.373, 0.290, 0.281, 0.246, 0.200, 0.347, 0.012, 0.452, 0.316, 0.301, 0.397, 0.146]}

***

Arrangement d

{"formula": "H80O40", "method": "ωB97M-V with the def2-TZVPD basis set", "homo_ev": -10.425, "homo_lumo_gap_ev": 10.12, "lumo_energy_ev": -0.3, "symbols": ["O", "O", "O", "O", "O", "O", "O", "O", "O", "O", "O", "O", "O", "O", "O", "O", "O", "O", "O", "O", "O", "O", "O", "O", "O", "O", "O", "O", "O", "O", "O", "O", "O", "O", "O", "O", "O", "O", "O", "O", "H", "H", "H", "H", "H", "H", "H", "H", "H", "H", "H", "H", "H", "H", "H", "H", "H", "H", "H", "H", "H", "H", "H", "H", "H", "H", "H", "H", "H", "H", "H", "H", "H", "H", "H", "H", "H", "H", "H", "H", "H", "H", "H", "H", "H", "H", "H", "H", "H", "H", "H", "H", "H", "H", "H", "H", "H", "H", "H", "H", "H", "H", "H", "H", "H", "H", "H", "H", "H", "H", "H", "H", "H", "H", "H", "H", "H", "H", "H", "H"], "coordinates": [[-2.426, -3.189, -2.494], [-0.609, 3.118, -0.057], [3.811, -3.856, 3.192], [-1.190, 5.583, -0.868], [-0.637, 0.707, -5.769], [2.363, 3.590, 1.339], [-1.514, -3.395, 0.256], [-3.443, 2.012, -1.469], [-1.111, 4.090, 3.438], [-1.255, -4.183, 3.886], [2.711, -2.347, 0.416], [1.161, -3.147, -1.249], [-5.291, 2.125, 2.762], [3.459, 0.828, -3.810], [-0.291, 0.815, 5.775], [-2.942, 3.682, 1.719], [0.544, -2.523, 2.784], [0.228, -3.426, -4.192], [1.450, 2.678, -3.318], [4.334, -0.466, 2.145], [-2.006, 2.626, -5.156], [2.137, 1.041, 4.236], [3.801, -1.250, -1.530], [4.973, -4.346, 0.193], [-5.172, 4.073, -0.910], [0.530, -4.671, 0.974], [2.734, 0.834, 0.031], [0.062, 0.157, 2.971], [1.704, -0.696, -5.611], [-4.484, -0.494, 3.127], [1.621, 5.608, -1.452], [2.603, -5.666, -0.153], [-4.141, -1.172, 0.538], [3.468, -3.958, -3.995], [-2.845, -0.406, -3.278], [-2.236, 0.743, 2.560], [-3.985, -3.342, 2.659], [2.673, 4.601, 3.546], [0.052, -0.652, 0.042], [-0.844, 4.842, -3.392], [3.853, 0.020, 1.631], [-2.095, -2.788, -0.098], [-2.078, 5.543, -0.548], [-4.859, 1.325, 3.152], [-5.376, 1.937, 1.842], [-2.992, -1.406, -3.110], [0.833, 0.338, 2.396], [0.379, -3.666, -1.038], [2.866, 0.754, 4.228], [-0.650, -3.579, 3.360], [-3.233, -0.992, 0.568], [1.906, 2.635, -4.093], [4.126, -3.136, 2.745], [5.376, -4.331, -0.881], [-0.822, 5.047, -2.451], [2.255, -1.170, -6.148], [1.423, -4.957, 1.267], [0.968, 5.642, -0.740], [-1.603, 3.376, -4.679], [3.244, 0.106, -4.296], [-1.936, -4.300, 0.318], [-1.605, 3.045, -0.239], [-2.013, -0.321, -3.600], [0.543, -3.790, 1.036], [-4.417, -1.260, 3.389], [-0.754, 4.009, -0.449], [-1.814, 0.521, 3.452], [-1.542, -2.890, -3.102], [-3.200, 1.121, -1.756], [0.191, -1.606, -0.412], [3.627, 4.480, 3.180], [0.134, 0.990, 3.549], [0.324, -4.338, -4.254], [-0.048, -0.075, 5.553], [1.116, -2.595, 3.535], [-0.016, 5.138, -3.784], [3.719, -3.261, -3.567], [1.093, 4.878, -2.126], [-3.905, 3.717, 1.747], [-3.538, -0.223, 2.769], [3.116, -1.945, -1.681], [-2.736, 2.781, 1.581], [2.822, -2.282, 1.354], [2.118, -1.614, 0.059], [3.894, -1.099, -0.695], [-4.560, 4.554, -1.494], [-2.105, 4.025, 3.606], [0.918, -3.043, -3.830], [-1.594, 0.353, 1.902], [-4.655, -3.924, 2.377], [-2.903, 2.613, -4.965], [2.052, -6.393, -0.305], [-1.415, 0.606, -6.261], [-0.789, 1.323, -5.036], [-1.067, 6.637, -0.826], [4.653, -1.108, 1.693], [3.380, -4.612, -3.404], [-0.583, 0.848, 6.660], [2.093, 0.761, -0.720], [2.269, 5.565, 3.496], [-0.085, 0.001, -0.561], [-2.121, -3.681, 3.756], [-4.390, 3.920, -0.275], [-4.507, 2.078, -1.245], [1.005, -0.173, -5.864], [4.220, -4.043, 3.961], [1.682, 3.736, 0.630], [-0.754, 3.272, 3.807], [4.092, -4.241, -0.027], [1.768, -3.514, -0.821], [2.228, 1.956, 4.426], [3.660, 0.655, -2.853], [-2.889, -3.872, -3.014], [0.064, -1.716, 2.694], [1.460, 1.787, -2.755], [2.279, 4.235, 2.129], [2.879, 1.845, 0.123], [-3.264, -3.689, 2.148], [-4.596, -1.473, 1.249], [2.878, -5.634, 0.751]], "mulliken_charge": [-0.642, 0.072, -0.539, -0.663, -0.673, -0.708, -0.195, -0.515, -0.628, -0.706, 1.460, -0.608, -0.674, -0.584, -0.533, -0.634, -0.504, -0.588, -0.397, -0.621, -0.571, -0.331, -0.625, -0.681, -0.643, -0.640, -0.186, -0.273, -0.518, -0.756, -0.625, -0.587, -0.541, -0.562, -0.614, -0.613, -0.524, -0.728, 0.255, -0.654, 0.254, 0.114, 0.164, 0.370, 0.298, 0.397, 0.045, 0.200, 0.123, 0.468, 0.187, 0.216, 0.227, 0.334, 0.417, 0.271, 0.300, 0.296, 0.310, 0.280, 0.205, -0.118, 0.248, 0.120, 0.156, 0.309, 0.288, 0.423, 0.194, -0.030, 0.374, 0.019, 0.277, 0.269, 0.185, 0.314, 0.248, 0.254, 0.281, 0.607, 0.205, 0.266, -0.370, -0.180, 0.203, 0.387, 0.298, 0.257, 0.300, 0.232, 0.249, 0.260, 0.245, 0.387, 0.309, 0.274, 0.280, 0.254, -0.015, 0.348, -0.035, 0.327, 0.240, 0.384, 0.321, 0.257, 0.321, 0.282, 0.148, 0.242, 0.219, 0.323, 0.244, 0.362, 0.209, 0.346, 0.155, 0.268, 0.310, 0.291]}

***

Most stable = arrangement b